(1)
Density functional theory data (the ωB97M-V functional and the def2-TZVPD basis) for C12H30Br2N2O4Sr as an isolated structure at a distorted geometry.

Structure (XYZ):
```
51
Properties=species:S:1:pos:R:3:nbo_charge:R:1
Sr -16.703 -30.052 20.243 1.741
Br -16.477 -28.359 17.811 -0.916
Br -16.946 -31.961 22.490 -0.912
C -20.339 -28.661 20.556 -0.245
O -19.513 -29.755 20.230 -0.572
C -20.038 -30.544 19.178 -0.073
C -19.235 -31.812 19.029 -0.254
N -17.886 -31.542 18.502 -0.692
C -17.107 -32.754 18.307 -0.258
C -15.644 -32.362 18.108 -0.081
O -15.128 -31.886 19.343 -0.605
C -14.357 -32.832 20.065 -0.256
H -21.393 -28.930 20.491 0.179
H -20.127 -27.806 19.899 0.179
H -20.089 -28.350 21.570 0.189
H -19.974 -29.983 18.232 0.179
H -21.085 -30.809 19.354 0.184
H -19.783 -32.463 18.326 0.180
H -19.164 -32.363 19.970 0.232
H -18.022 -31.079 17.607 0.390
H -17.428 -33.338 17.432 0.181
H -17.133 -33.396 19.191 0.220
H -15.594 -31.517 17.412 0.212
H -15.040 -33.176 17.704 0.188
H -14.163 -32.413 21.053 0.218
H -13.379 -32.972 19.591 0.169
H -14.890 -33.774 20.196 0.187
C -13.260 -29.089 20.278 -0.249
O -14.513 -29.056 20.966 -0.607
C -14.545 -28.089 21.989 -0.082
C -15.862 -28.114 22.750 -0.269
N -17.065 -27.934 21.923 -0.677
C -17.077 -26.692 21.104 -0.267
C -17.105 -25.394 21.871 -0.084
O -15.807 -25.093 22.334 -0.549
C -15.769 -23.868 23.029 -0.246
H -12.428 -29.072 20.983 0.177
H -13.186 -28.234 19.600 0.195
H -13.255 -29.996 19.681 0.205
H -14.269 -27.088 21.642 0.193
H -13.806 -28.349 22.764 0.181
H -15.785 -27.384 23.564 0.200
H -15.899 -29.090 23.248 0.233
H -17.832 -27.810 22.578 0.368
H -17.942 -26.762 20.444 0.217
H -16.209 -26.692 20.443 0.233
H -17.804 -25.431 22.724 0.157
H -17.470 -24.598 21.203 0.178
H -16.444 -23.885 23.895 0.165
H -16.075 -23.038 22.379 0.169
H -14.748 -23.707 23.361 0.196
```

Calculated values
E_HOMO, eV: -8.25
2S+1: 1



(2)
Density functional theory data (the ωB97M-V functional and the def2-TZVPD basis) for C30H33N7O2S6V as an isolated structure at a distorted geometry.

Structure (XYZ):
```
79
Properties=species:S:1:pos:R:3:mulliken_charge:R:1
V -0.409 0.576 1.114 1.096
C -2.061 -2.674 3.587 -1.234
C -1.392 -1.368 3.217 0.559
N -1.178 -1.122 1.981 0.892
N -1.439 -2.180 1.105 -0.461
C -0.516 -2.299 0.215 0.213
S 0.932 -1.375 0.064 -0.459
S -0.793 -3.655 -0.951 -0.270
C -1.110 -4.998 0.248 -0.962
C 0.144 -5.605 0.801 0.630
C 0.852 -4.945 1.805 0.305
C 2.026 -5.484 2.301 -1.072
C 2.510 -6.689 1.808 -0.385
C 1.814 -7.349 0.806 -0.535
C 0.640 -6.806 0.306 -0.588
C -0.881 -0.495 4.277 -0.059
C -1.290 -0.686 5.605 -0.697
C -0.720 -0.026 6.669 -0.952
C 0.331 0.871 6.435 -0.391
C 0.765 1.114 5.162 -0.769
C 0.157 0.476 4.034 0.833
O 0.615 0.733 2.874 -0.648
H -1.392 -3.513 3.388 0.095
H -2.343 -2.720 4.633 0.406
H -2.944 -2.832 2.970 0.282
H -1.709 -4.552 1.041 0.147
H -1.715 -5.753 -0.257 0.552
H 0.499 -3.988 2.169 0.387
H 2.571 -4.951 3.071 0.422
H 3.429 -7.107 2.199 0.355
H 2.188 -8.285 0.409 0.349
H 0.103 -7.317 -0.486 0.340
H -2.100 -1.370 5.821 0.229
H -1.085 -0.206 7.672 0.353
H 0.797 1.390 7.267 0.376
H 1.552 1.827 4.961 0.265
S -2.099 3.644 -1.221 -0.409
C -3.001 4.054 0.194 0.271
C -3.876 5.180 0.011 -0.075
N -4.553 6.096 -0.179 -0.651
C -3.009 3.479 1.442 0.485
S -2.138 2.134 2.165 -0.259
C -3.897 4.055 2.410 -0.278
N -4.595 4.503 3.214 -0.697
C 1.046 1.048 -7.522 -1.432
C 1.663 1.738 -6.349 0.875
C 2.545 2.766 -6.424 -0.791
C 3.004 3.307 -5.177 1.038
N 2.667 2.852 -4.011 -0.431
C 1.800 1.777 -3.907 -0.417
S 1.339 1.089 -2.512 -0.136
N 1.294 1.302 -5.123 0.036
C 3.932 4.490 -5.194 -1.267
H 1.444 1.451 -8.451 0.339
H -0.037 1.183 -7.515 0.326
H 1.250 -0.024 -7.486 0.346
H 2.871 3.162 -7.373 0.289
H 0.659 0.524 -5.021 0.172
H 4.261 4.739 -6.202 0.340
H 4.797 4.282 -4.565 0.310
H 3.418 5.351 -4.765 0.279
C 1.590 3.899 -0.434 -0.583
S 1.852 2.394 0.526 0.222
C 2.108 3.113 2.159 -1.025
H 2.513 4.210 -0.923 0.262
H 1.219 4.684 0.224 0.328
H 0.815 3.711 -1.171 -0.065
H 1.172 3.488 2.571 0.237
H 2.850 3.913 2.105 0.530
H 2.474 2.319 2.802 0.176
C -2.342 0.052 -2.856 -0.938
C -2.449 -0.090 -1.362 0.533
N -3.547 -0.746 -0.860 -0.420
O -1.614 0.381 -0.628 -0.297
H -3.248 -0.264 -3.372 0.417
H -1.485 -0.538 -3.184 0.159
H -2.143 1.105 -3.050 0.136
H -3.949 -1.472 -1.430 0.215
H -3.451 -0.977 0.122 0.242
```

Calculated values
Expectation value of S²: 3.76
E_HOMO (spin up / spin down), eV: -0.45 / -0.61
Charge: -2
2S+1: 4



(3)
Density functional theory data (the ωB97M-V functional and the def2-TZVPD basis) for an isolated ion of composition C13H19N2O4 and charge +1 at a distorted geometry.

Structure (XYZ):
```
38
Properties=species:S:1:pos:R:3:nbo_charge:R:1
C 3.874 1.883 0.310 -0.639
C 2.885 0.805 0.041 0.071
C 1.679 1.124 -0.569 -0.285
C 0.721 0.162 -0.862 0.384
O -0.437 0.652 -1.441 -0.541
C -1.402 -0.238 -1.960 -0.095
C -2.420 -0.573 -0.857 -0.256
N -2.755 0.702 -0.167 -0.362
C -3.859 1.453 -0.821 -0.252
C -5.218 0.913 -0.310 -0.095
O -5.050 -0.375 0.222 -0.505
C -4.314 -0.355 1.421 -0.091
C -3.058 0.533 1.273 -0.257
C 0.950 -1.172 -0.550 -0.338
C 2.146 -1.511 0.050 -0.143
C 3.098 -0.546 0.354 -0.003
N 4.304 -1.016 1.005 0.530
O 5.016 -0.204 1.548 -0.361
O 4.510 -2.208 0.974 -0.367
H 3.991 2.033 1.382 0.253
H 3.558 2.815 -0.149 0.215
H 4.859 1.613 -0.068 0.250
H 1.472 2.147 -0.843 0.230
H -1.880 0.301 -2.784 0.211
H -0.954 -1.148 -2.365 0.226
H -1.964 -1.243 -0.126 0.230
H -3.318 -1.042 -1.256 0.260
H -1.878 1.249 -0.272 0.470
H -3.758 2.513 -0.585 0.236
H -3.770 1.329 -1.900 0.230
H -5.930 0.819 -1.131 0.231
H -5.644 1.587 0.444 0.189
H -4.056 -1.395 1.623 0.216
H -4.931 0.019 2.249 0.205
H -3.230 1.525 1.697 0.230
H -2.203 0.086 1.782 0.244
H 0.238 -1.951 -0.770 0.218
H 2.360 -2.539 0.298 0.263
```

Calculated values
SMILES string: Cc1cc(OCC[NH+]2CCOCC2)ccc1[N+](=O)[O-]
E_HOMO, eV: -12.39
Charge: +1
2S+1: 1



(4)
Density functional theory data (the ωB97M-V functional and the def2-TZVPD basis) for C20H12F48N9O33S16 as an isolated structure at a distorted geometry.

Structure (XYZ):
```
138
Properties=species:S:1:pos:R:3:mulliken_charge:R:1
C -2.028 -2.253 -0.534 -1.468
C -0.452 -2.306 -0.633 0.061
C 0.247 -0.889 -0.483 -0.708
O 1.628 -0.945 -0.030 -0.316
C 2.277 0.334 0.343 -0.855
N 0.030 -3.271 0.422 -0.133
H -0.500 -3.213 1.280 0.367
H 0.005 -4.218 0.072 0.293
H 1.010 -3.076 0.568 0.357
H -2.380 -3.279 -0.642 0.430
H -2.390 -1.637 -1.357 0.416
H -2.185 -1.848 0.465 0.458
H -0.301 -2.721 -1.629 0.329
H -0.152 -0.489 0.450 0.345
H 0.109 -0.250 -1.355 0.457
H 3.365 0.273 0.358 0.325
H 2.059 0.769 1.319 0.322
H 2.111 1.240 -0.240 0.318
C 6.853 3.383 -3.641 0.639
F 7.330 4.215 -2.728 -0.192
F 7.147 2.104 -3.249 -0.227
F 5.569 3.563 -3.917 -0.198
S 7.741 3.700 -5.340 0.976
O 7.080 2.775 -6.292 -0.655
O 7.520 5.109 -5.671 -0.626
N 9.299 3.361 -4.840 -0.376
S 10.266 4.342 -5.596 1.033
O 10.064 4.331 -7.059 -0.667
O 10.260 5.646 -4.909 -0.620
C 12.003 3.489 -5.335 0.586
F 12.416 3.708 -4.074 -0.196
F 11.853 2.141 -5.555 -0.237
F 12.997 3.901 -6.213 -0.241
C -5.872 -5.806 1.701 0.637
F -6.971 -6.516 1.863 -0.225
F -5.450 -5.928 0.419 -0.235
F -6.048 -4.484 1.843 -0.202
S -4.429 -6.422 2.896 0.874
O -3.222 -5.706 2.655 -0.481
O -4.934 -6.292 4.266 -0.646
N -4.478 -8.019 2.413 -0.478
S -3.163 -8.288 1.576 1.098
O -2.990 -7.366 0.471 -0.586
O -2.038 -8.672 2.425 -0.640
C -3.560 -9.960 0.693 0.530
F -3.604 -10.783 1.740 -0.222
F -4.784 -9.785 0.153 -0.237
F -2.730 -10.340 -0.280 -0.191
C 8.362 1.359 3.110 0.612
F 8.944 1.512 4.339 -0.231
F 9.177 0.639 2.293 -0.227
F 7.151 0.733 3.129 -0.192
S 8.194 3.257 2.437 0.996
O 6.939 3.322 1.674 -0.625
O 8.206 4.164 3.567 -0.594
N 9.569 3.367 1.403 -0.344
S 10.200 4.707 1.775 0.974
O 9.514 6.008 1.564 -0.625
O 10.947 4.543 3.069 -0.698
C 11.468 4.583 0.300 0.674
F 12.193 3.482 0.221 -0.237
F 10.845 4.856 -0.780 -0.207
F 12.348 5.578 0.437 -0.275
C -2.185 -0.366 -6.081 0.681
F -1.996 0.502 -5.046 -0.232
F -1.401 -1.386 -5.982 -0.202
F -3.420 -0.831 -6.136 -0.232
S -1.637 0.654 -7.671 0.961
O -0.259 1.114 -7.396 -0.629
O -1.609 -0.336 -8.803 -0.594
N -2.842 1.864 -7.618 -0.359
S -3.420 1.817 -9.033 1.033
O -2.612 2.259 -10.149 -0.659
O -4.143 0.560 -9.341 -0.647
C -4.809 3.182 -8.966 0.583
F -4.380 4.414 -9.185 -0.238
F -5.726 2.861 -9.917 -0.236
F -5.361 3.261 -7.784 -0.228
C -1.724 4.995 1.385 0.651
F -1.952 4.005 2.280 -0.203
F -0.679 4.755 0.522 -0.233
F -2.740 5.235 0.630 -0.200
S -1.230 6.616 2.365 0.911
O 0.197 6.467 2.580 -0.616
O -1.497 7.622 1.366 -0.563
N -2.350 6.452 3.718 -0.433
S -3.421 7.506 3.507 0.995
O -3.084 8.860 4.011 -0.676
O -3.926 7.419 2.144 -0.589
C -4.878 6.800 4.656 0.613
F -4.967 5.507 4.562 -0.190
F -4.617 7.135 5.919 -0.229
F -6.083 7.282 4.220 -0.238
C 0.993 -0.646 6.339 0.588
F 1.864 -1.625 6.099 -0.200
F 0.909 -0.434 7.623 -0.228
F 1.286 0.561 5.784 -0.209
S -0.753 -1.236 5.714 0.957
O -0.844 -0.745 4.367 -0.552
O -0.691 -2.667 6.010 -0.609
N -1.842 -0.233 6.714 -0.406
S -3.104 -1.146 6.658 1.033
O -3.700 -1.371 5.320 -0.593
O -3.049 -2.322 7.538 -0.654
C -4.451 0.071 7.461 0.520
F -4.143 0.456 8.695 -0.234
F -4.468 1.246 6.704 -0.216
F -5.540 -0.623 7.533 -0.195
C -7.315 1.295 -0.384 0.655
F -6.969 0.021 -0.154 -0.214
F -6.360 2.118 0.083 -0.199
F -7.490 1.459 -1.684 -0.245
S -9.087 1.544 0.447 0.948
O -9.747 0.271 0.230 -0.614
O -8.686 1.856 1.803 -0.614
N -9.630 2.899 -0.400 -0.352
S -11.055 2.950 0.307 1.020
O -11.892 1.812 0.117 -0.633
O -11.045 3.488 1.648 -0.643
C -11.884 4.365 -0.756 0.604
F -10.990 5.367 -0.999 -0.243
F -12.329 3.915 -1.921 -0.231
F -12.926 4.888 -0.059 -0.238
C 4.175 -5.825 1.971 0.588
F 5.122 -6.160 2.853 -0.206
F 3.106 -5.052 2.400 -0.173
F 4.749 -5.379 0.880 -0.209
S 3.418 -7.599 1.457 0.892
O 4.527 -8.515 1.257 -0.605
O 2.620 -7.917 2.635 -0.611
N 2.526 -7.017 0.007 -0.244
S 2.425 -8.261 -0.805 0.968
O 3.676 -8.698 -1.427 -0.689
O 1.727 -9.322 -0.134 -0.644
C 1.438 -7.540 -2.262 0.611
F 0.861 -6.355 -1.981 -0.208
F 2.207 -7.386 -3.264 -0.217
F 0.481 -8.463 -2.508 -0.248
```

Calculated values
E_HOMO, eV: 0.76
Charge: -7
2S+1: 1



no.,total energy (eV)
1,-165025.371
2,-136873.904
3,-24949.515
4,-405691.199